DFT (ωB97M-V with the def2-TZVPD basis set) results for a cluster of 2 separate species, C5H7NO in total.

```
14
Properties=species:S:1:pos:R:3:forces:R:3
C -0.762834 -0.551479 1.404723 -0.03 -0.15 0.24
C -0.915559 -0.358609 -0.705901 0.04 0.06 -0.22
C 0.359648 0.099497 -0.913840 -0.18 -0.14 -0.13
C 0.714574 1.331319 -0.144937 -0.11 -0.04 -0.38
O 0.970451 0.694233 1.036376 0.11 0.20 0.39
C 1.402820 -0.739415 -1.417477 0.60 -0.47 -0.38
N 2.234511 -1.397699 -1.883643 -0.72 0.56 0.41
H 0.023841 -1.262780 1.616086 -0.10 0.10 -0.02
H -1.727508 -1.011074 1.184907 0.16 0.13 -0.06
H -0.851782 0.263547 2.112519 0.03 -0.09 -0.09
H -1.218286 -1.359845 -0.996861 0.07 0.15 0.02
H -1.700342 0.390811 -0.610363 0.12 -0.09 0.04
H 1.598252 1.853516 -0.550957 -0.11 -0.10 0.12
H -0.127790 2.047984 -0.130634 0.12 -0.12 0.05
```
Positions in Å, forces in eV/Å.

The value obtained for the LUMO energy (alpha / beta) is -1.63 / -1.56 eV. The calculation puts the HOMO energy (alpha / beta) at -8.60 / -9.13 eV. For the relative energy (zero: lowest compared OMol25 entry of this formula, charge and spin), the calculation gives 596.93 kJ/mol. As for the gap between HOMO and LUMO (alpha / beta): 6.97 / 7.57 eV.



DFT (ωB97M-V with the def2-TZVPD basis set) results for a structure of composition C6H13N in a non-equilibrium geometry.

```
20
Properties=species:S:1:pos:R:3:forces:R:3
C -2.942852 -0.281583 0.383689 0.95 -0.30 -0.08
C -1.854110 0.090566 -0.704413 -1.38 -0.53 0.94
C -0.764009 0.969414 -0.182780 3.00 -2.02 -3.16
C 0.548118 0.445332 -0.200929 -1.16 3.29 2.61
C 0.937793 -0.836206 -0.524840 0.60 -3.11 1.44
N 2.240625 -1.481577 0.115746 -3.41 3.10 -0.07
C 1.726876 1.275225 0.329819 -0.37 1.53 -2.48
H -3.318736 0.628880 0.842997 -0.17 0.04 0.03
H -3.780854 -0.878753 0.003387 0.24 0.32 -0.25
H -2.489642 -0.894374 1.183187 -0.03 0.33 -0.28
H -2.378494 0.653838 -1.482351 0.05 -0.16 -0.10
H -1.425375 -0.846095 -1.115880 -0.13 0.52 0.18
H 1.671706 -0.391272 2.844109 -0.12 -0.14 0.10
H -0.836773 2.018837 -0.492502 -0.08 0.13 1.55
H 1.240254 -0.902693 2.519105 0.05 0.09 0.12
H 1.731692 -2.367222 0.303977 0.88 -0.49 -1.78
H 1.895532 -1.203479 -1.147119 0.74 -2.03 -0.27
H 2.520776 1.133939 -0.460111 -0.23 0.25 1.32
H 2.053900 1.008808 1.336260 -0.05 0.04 -0.42
H 1.385705 2.343842 0.214500 0.63 -0.84 0.61
```
Positions in Å, forces in eV/Å.

The value obtained for the LUMO energy is -1.26 eV. The calculation puts the HOMO energy at -7.86 eV. For the relative energy (zero: lowest compared OMol25 entry of this formula, charge and spin), the calculation gives 791.22 kJ/mol. As for the gap between HOMO and LUMO: 6.60 eV.



DFT (ωB97M-V with the def2-TZVPD basis set) results for a cluster of 3 separate species, C20H41I2NO10S2 in total in a non-equilibrium geometry.

```
76
Properties=species:S:1:pos:R:3:forces:R:3
C -8.435002 -1.385391 1.701573 -0.21 0.02 -0.26
C -8.033223 -2.829825 1.725856 -0.13 -0.28 -0.13
O -7.469945 -3.388900 0.822929 0.27 0.09 0.03
O -8.409270 -3.453472 2.860992 0.33 0.36 0.30
C -7.607338 -4.564256 3.298282 -0.13 -0.36 -0.02
C -6.875274 -4.227637 4.603309 0.11 -0.56 0.00
C -5.345871 -4.297825 4.483837 0.22 0.47 0.08
C -4.695428 -2.929456 4.262493 0.11 -0.09 -0.07
C -3.167020 -3.022944 4.238583 -0.21 -0.29 0.00
C -2.459418 -1.785401 3.690924 -0.15 0.09 0.24
C -2.686354 -1.518822 2.198479 0.29 -0.15 0.14
C -2.052688 -2.534407 1.248308 -0.38 -0.01 -0.13
N -0.594810 -2.321324 1.093591 -0.28 -0.33 0.25
C 0.085786 -2.920958 2.200348 -0.13 0.12 0.01
O -0.159443 -3.998489 2.659854 0.06 -0.20 0.03
O 1.033122 -2.104663 2.712164 0.61 0.01 -0.70
C -0.082628 -2.870475 -0.175906 0.26 0.29 0.41
I -0.874709 -1.665774 -1.770102 -0.88 0.18 0.08
C 1.464014 -2.957667 -0.171119 -0.18 -0.23 -0.53
C 1.931165 -4.389468 0.107277 0.47 0.19 0.23
I 2.333254 -2.372755 -2.045940 0.93 -0.40 0.00
H -9.321731 -1.294651 1.067317 0.04 0.05 0.10
H -8.656710 -1.003415 2.694160 0.03 0.01 -0.04
H -7.637523 -0.820887 1.217230 -0.06 -0.01 0.11
H -8.278970 -5.413763 3.437486 -0.06 0.16 -0.01
H -6.904401 -4.848811 2.514907 -0.08 0.17 -0.08
H -7.191769 -4.955918 5.355756 -0.06 0.17 0.02
H -7.186973 -3.242024 4.955444 -0.03 -0.05 -0.02
H -4.908474 -4.727038 5.392201 -0.09 -0.05 -0.09
H -5.051080 -4.939568 3.646397 -0.08 -0.14 0.16
H -5.004795 -2.259525 5.074051 -0.03 0.08 -0.18
H -5.053757 -2.513137 3.313741 -0.11 0.05 0.12
H -2.894084 -3.916774 3.662791 0.13 0.13 0.00
H -2.833259 -3.219558 5.263837 0.10 0.03 -0.11
H -1.392688 -1.856628 3.921487 -0.02 0.05 -0.08
H -2.815445 -0.913299 4.254154 0.03 -0.03 -0.07
H -3.759230 -1.499665 1.990153 0.05 0.07 -0.01
H -2.278367 -0.533793 1.956075 -0.12 -0.02 -0.10
H -2.271630 -3.565294 1.551978 0.12 0.06 0.03
H -2.510148 -2.410228 0.267842 0.13 0.07 0.04
H 1.799781 -2.649452 2.953655 -0.35 0.04 0.56
H -0.473591 -3.880377 -0.337561 -0.13 0.15 -0.18
H 1.875574 -2.236207 0.528234 -0.04 0.00 -0.07
H 1.357189 -5.107402 -0.478802 -0.02 0.02 0.08
H 1.863228 -4.632846 1.171943 -0.26 -0.09 -0.11
H 2.980478 -4.502020 -0.169452 -0.09 0.00 0.05
O 3.133820 4.869563 -1.380268 0.01 0.04 -0.18
S 4.048676 3.786870 -1.179926 0.11 -0.28 0.40
O 4.855300 3.324297 -2.267122 0.05 0.04 -0.03
O 3.276904 2.558678 -0.548690 -0.07 0.02 0.01
C 2.059965 2.122474 -1.212134 -0.37 -0.14 -0.11
C 2.337055 1.289803 -2.443195 0.24 0.23 -0.10
C 5.090052 4.126078 0.195124 -0.01 0.05 0.06
H 1.446641 2.995006 -1.438763 0.09 0.07 0.02
H 1.535493 1.538191 -0.458359 0.10 0.00 0.07
H 2.784606 1.886996 -3.237547 -0.03 0.04 0.01
H 1.404083 0.865297 -2.814721 -0.02 -0.03 0.06
H 3.022728 0.479168 -2.205546 -0.05 0.04 0.00
H 4.471854 4.422715 1.037447 0.00 0.01 0.00
H 5.748927 4.938842 -0.102332 0.00 0.00 -0.02
H 5.665391 3.233123 0.422339 0.01 -0.01 -0.02
O 6.194052 8.401526 -6.222822 -0.06 0.05 -0.03
S 6.694231 7.147976 -6.701483 0.08 -0.06 0.08
O 5.915457 6.389546 -7.630159 -0.04 0.03 -0.06
O 7.083280 6.244466 -5.461183 0.02 -0.05 -0.01
C 6.085195 6.069958 -4.419434 -0.21 -0.03 0.37
C 5.024607 5.058164 -4.778189 -0.09 0.08 -0.45
C 8.318141 7.355684 -7.342943 0.05 0.02 -0.01
H 5.653470 7.041547 -4.177170 0.03 0.04 -0.11
H 6.655828 5.737724 -3.554168 0.11 -0.03 -0.08
H 4.394007 5.416674 -5.591947 0.04 0.05 0.00
H 4.398956 4.861355 -3.913287 0.03 0.06 -0.01
H 5.477085 4.120166 -5.098583 0.02 -0.03 0.10
H 8.916138 7.894343 -6.613821 0.00 0.00 0.00
H 8.220568 7.930786 -8.260802 -0.02 0.00 0.00
H 8.736943 6.375173 -7.551068 -0.01 -0.01 -0.01
```
Positions in Å, forces in eV/Å.

The value obtained for the LUMO energy is -0.26 eV. The calculation puts the HOMO energy at -8.64 eV. For the relative energy (zero: lowest compared OMol25 entry of this formula, charge and spin), the calculation gives 0.00 kJ/mol. As for the gap between HOMO and LUMO: 8.38 eV.



DFT (ωB97M-V with the def2-TZVPD basis set) results for a structure of composition C39H57ClF5IN3O15P in a non-equilibrium geometry.

```
122
Properties=species:S:1:pos:R:3:forces:R:3
C -1.899470 2.458293 -0.966303 2.87 -4.37 4.67
C -1.532531 1.433931 -0.211786 -1.02 5.38 -3.56
C -0.905357 0.222694 0.723210 -2.06 2.06 -1.18
N -0.103961 0.878058 1.710620 0.04 -0.63 -0.08
C 0.114850 0.351764 3.050105 1.09 -0.49 2.54
C 0.711471 -1.142758 3.205101 -0.12 -0.67 0.54
O -0.357467 -0.729128 -0.183696 0.82 0.33 1.24
C 0.964658 -0.597825 -0.659553 3.18 -0.51 -1.75
C 1.563642 0.848104 -1.020699 -1.12 0.30 -2.28
C 1.070521 1.166719 -2.555968 -0.55 0.28 -0.17
C 1.600337 2.577621 -3.124070 0.33 -0.15 -0.42
C 3.203211 2.766978 -3.120838 0.23 0.77 -0.29
C 3.963479 2.218878 -4.436037 -0.24 0.04 0.10
C 3.406740 0.820916 -5.012457 1.26 -0.32 -0.17
C 3.847046 -0.471450 -4.113384 -1.37 0.06 -0.08
C 3.312979 -1.820261 -4.836897 1.61 0.35 -0.55
O 2.004725 -2.237695 -4.336325 0.59 -2.82 0.74
C 1.894498 -3.664583 -4.254248 0.62 -3.23 -2.16
C 1.063900 -4.345082 -3.028009 -0.14 1.44 0.45
O 2.376687 -4.482309 -5.115937 -1.62 4.29 3.57
C 2.131149 -1.364028 0.223172 -0.84 0.88 1.06
C 3.384711 -1.831967 -0.662228 -1.93 -3.41 -2.01
O 3.296885 -2.795459 -1.474529 1.02 4.81 3.76
Cl 4.971078 -0.893271 -0.370512 -1.53 -0.96 -0.40
C -2.337634 -0.474206 1.221607 0.43 0.54 -4.37
N -2.901691 -0.844709 -0.137910 -0.41 -0.19 2.37
O -3.157258 0.708102 1.604965 -0.39 -0.97 5.01
C -3.368098 0.765775 3.001455 -1.40 -1.12 2.90
N -3.668481 0.678054 4.190463 1.93 0.81 -7.20
O -2.215673 -1.494864 2.160724 -0.41 1.09 -0.30
C -3.126695 -2.527834 2.375110 -0.44 -1.35 0.63
I -2.968377 -2.869410 4.580554 -0.31 0.28 -0.82
P -2.299591 -4.132136 1.647187 4.00 -0.21 -2.46
O -1.286951 -3.794914 0.502925 -2.93 -0.40 2.37
C -4.625271 -2.533011 1.883651 -1.77 0.32 -1.52
F -4.655543 -3.124596 0.536825 0.15 1.40 2.85
F -5.310793 -1.281073 1.764576 1.91 -2.76 0.46
C -5.672121 -3.495264 2.710372 -2.77 -0.54 -1.08
F -6.253842 -2.856764 3.844923 2.12 -2.21 -2.95
F -6.783486 -3.667200 1.776130 2.86 0.37 2.68
F -5.182967 -4.815470 2.937423 -1.20 3.77 -0.04
H -1.909309 3.551825 -1.357467 -0.17 -2.61 0.60
H 0.196952 1.843242 1.530730 -0.54 -1.02 0.02
H -0.788344 0.396433 3.793473 1.14 0.09 -1.68
H 0.910032 1.040349 3.565063 -1.44 -1.11 -1.05
H 0.366451 -1.539270 4.247386 0.62 0.75 -1.81
H 1.867012 -1.190563 3.233631 -2.11 0.22 -0.31
H 0.306385 -1.903872 2.436636 0.53 1.40 1.07
H 1.005872 -1.186687 -1.672927 -0.52 1.03 1.82
H 2.713903 0.810747 -1.078178 -1.82 -0.01 0.55
H 1.183194 1.726910 -0.391431 0.82 -1.47 -0.70
H 1.357323 0.288913 -3.270283 -0.28 1.59 1.40
H -0.095827 1.203623 -2.601539 2.07 -0.09 0.32
H 1.245789 2.680939 -4.230537 0.57 -0.16 1.95
H 1.136582 3.476330 -2.568732 0.59 -1.65 -0.71
H 3.735541 2.343882 -2.191035 -1.07 0.52 -1.29
H 3.393160 3.919510 -3.091367 -0.23 -2.01 0.01
H 5.094866 2.127495 -4.165010 -1.94 0.06 -0.67
H 3.864341 3.015772 -5.269866 0.17 -1.28 1.30
H 3.928695 0.653134 -6.044297 -0.97 0.31 1.70
H 2.268058 0.846844 -5.226440 1.90 -0.07 0.58
H 4.989096 -0.508321 -3.942936 -1.82 0.04 -0.56
H 3.368737 -0.452940 -3.056021 0.79 0.12 -1.79
H 3.214030 -1.636152 -5.983955 0.35 -0.47 2.02
H 4.074886 -2.655251 -4.602130 -1.32 1.24 -0.69
H 0.542560 -3.512986 -2.400776 0.91 -1.55 -1.06
H 1.783561 -4.919641 -2.314606 -1.09 1.17 -1.55
H 0.264718 -5.076912 -3.412980 1.43 1.24 0.30
H 2.431198 -0.586165 1.038655 -0.17 -1.72 -1.40
H 1.586678 -2.262920 0.720639 1.40 1.25 -1.01
H -3.900868 -0.606839 -0.198956 0.68 -0.39 0.14
H -2.692311 -1.827160 -0.367019 -0.06 0.66 0.14
H -3.272571 -5.126923 1.280490 0.17 0.80 0.46
H -1.491521 -4.753321 2.688343 -1.17 0.62 -0.29
O -0.821236 5.051823 -2.905401 0.48 -0.05 -0.87
C -0.619163 5.403497 -4.043332 -0.15 -0.08 1.15
O 0.471313 5.038343 -4.773370 -0.42 0.04 0.47
C 0.446584 5.718752 -6.032111 0.34 0.08 -0.51
C -0.997703 6.099673 -6.250451 -0.40 0.20 -0.58
C -1.492052 6.331739 -4.840437 -0.25 -0.09 -0.46
H 1.102215 6.592699 -5.969121 -0.03 -0.06 0.03
H 0.816646 5.054780 -6.816183 0.11 -0.03 0.28
H -1.120599 6.963975 -6.906074 0.09 -0.11 0.03
H -1.539878 5.258663 -6.695603 0.09 0.10 0.02
H -1.315387 7.358490 -4.510575 -0.09 -0.09 0.12
H -2.545004 6.068314 -4.735351 0.14 0.18 0.32
O 2.980324 -0.446110 4.950366 0.76 0.94 -0.03
C 3.427532 0.639208 5.232973 -0.28 -1.18 -0.01
O 4.453919 1.238475 4.568527 -0.44 -0.41 0.00
C 4.798725 2.458668 5.231692 0.41 0.46 -0.03
C 3.569948 2.844142 6.019464 -0.24 0.61 0.32
C 2.977007 1.500344 6.379718 -0.20 0.50 0.00
H 5.664187 2.273412 5.875275 -0.05 -0.02 -0.05
H 5.064145 3.216825 4.491968 0.05 -0.28 -0.05
H 3.792545 3.471488 6.884815 0.04 -0.03 -0.13
H 2.873396 3.391959 5.375790 0.11 -0.03 0.07
H 3.396558 1.105668 7.308376 -0.13 -0.10 -0.05
H 1.888658 1.543207 6.435370 0.13 -0.34 0.13
O -0.069905 -6.448099 3.426496 -0.25 -0.59 -0.76
C 0.340495 -7.098568 2.494465 -0.08 0.43 0.97
O -0.370989 -8.082215 1.878844 -0.04 0.54 0.42
C 0.451798 -8.715624 0.893747 0.03 -0.48 -0.45
C 1.525348 -7.706892 0.564365 0.47 0.10 -0.56
C 1.706110 -6.980344 1.878246 0.12 0.12 -0.48
H 0.862383 -9.635500 1.321311 -0.05 0.06 0.01
H -0.151193 -8.970500 0.019769 -0.12 0.01 0.27
H 2.442300 -8.162264 0.185219 -0.14 -0.02 0.01
H 1.157270 -7.007639 -0.193970 0.04 -0.10 0.07
H 2.433017 -7.479924 2.523540 -0.05 0.15 0.07
H 1.979327 -5.935675 1.725383 0.01 -0.10 0.37
O -5.793486 7.124893 2.467327 0.49 -0.84 -0.44
C -5.621879 5.943172 2.292062 -0.45 1.22 0.09
O -4.843233 5.422834 1.302730 -0.16 0.46 0.33
C -4.950841 3.995746 1.316842 0.24 -0.51 -0.30
C -5.408785 3.645718 2.712252 -0.02 -0.59 0.39
C -6.259651 4.837993 3.087508 0.23 -0.40 0.27
H -5.674189 3.692762 0.553376 0.04 0.04 0.02
H -3.981195 3.551096 1.081228 -0.07 0.22 -0.15
H -5.941176 2.693846 2.764490 0.11 0.05 -0.05
H -4.544464 3.586161 3.382133 -0.10 -0.05 -0.09
H -7.296186 4.717079 2.763028 0.02 0.14 0.09
H -6.211731 5.045269 4.157014 -0.27 0.21 -0.18
```
Positions in Å, forces in eV/Å.

The value obtained for the LUMO energy is -0.97 eV. The calculation puts the HOMO energy at -9.07 eV. As for the gap between HOMO and LUMO: 8.10 eV.



Please write out number 1 again, unchanged.
DFT (ωB97M-V with the def2-TZVPD basis set) results for a cluster of 2 separate species, C5H7NO in total.

```
14
Properties=species:S:1:pos:R:3:forces:R:3
C -0.762834 -0.551479 1.404723 -0.03 -0.15 0.24
C -0.915559 -0.358609 -0.705901 0.04 0.06 -0.22
C 0.359648 0.099497 -0.913840 -0.18 -0.14 -0.13
C 0.714574 1.331319 -0.144937 -0.11 -0.04 -0.38
O 0.970451 0.694233 1.036376 0.11 0.20 0.39
C 1.402820 -0.739415 -1.417477 0.60 -0.47 -0.38
N 2.234511 -1.397699 -1.883643 -0.72 0.56 0.41
H 0.023841 -1.262780 1.616086 -0.10 0.10 -0.02
H -1.727508 -1.011074 1.184907 0.16 0.13 -0.06
H -0.851782 0.263547 2.112519 0.03 -0.09 -0.09
H -1.218286 -1.359845 -0.996861 0.07 0.15 0.02
H -1.700342 0.390811 -0.610363 0.12 -0.09 0.04
H 1.598252 1.853516 -0.550957 -0.11 -0.10 0.12
H -0.127790 2.047984 -0.130634 0.12 -0.12 0.05
```
Positions in Å, forces in eV/Å.

The value obtained for the LUMO energy (alpha / beta) is -1.63 / -1.56 eV. The calculation puts the HOMO energy (alpha / beta) at -8.60 / -9.13 eV. For the relative energy (zero: lowest compared OMol25 entry of this formula, charge and spin), the calculation gives 596.93 kJ/mol. As for the gap between HOMO and LUMO (alpha / beta): 6.97 / 7.57 eV.